Record 1
A structure of composition C40H45BCl3N9OPtS3, computed with the ωB97M-V functional and the def2-TZVPD basis.

* HOMO level (spin up / spin down): -12.3082 / -12.9102 eV
* multiplicity: 5
* frontier orbital gap (spin up / spin down): 8.45 / 5.23 eV
* M: 1076.3 u
* charge: +2
* energy relative to the best compared isomer or geometry (same formula, charge and spin): 62.3 kJ/mol
* strongest force on any atom: 0.60 eV/A

Last column: Löwdin charge in e.
Positions of all 103 atoms, in Å:
Pt (-0.09287, -1.61631, 1.64946)  0.878
C (0.61044, 2.22128, 4.06586)  -0.086
N (-0.33742, 1.16055, 3.76758)  -0.208
C (-0.58137, 0.36405, 4.97380)  -0.036
C (-1.44982, 1.50338, 2.98560)  -0.235
C (-1.77508, 2.82854, 2.67765)  -0.022
C (-2.86639, 3.14143, 1.88281)  -0.052
C (-3.68863, 2.13984, 1.38351)  -0.067
C (-3.39270, 0.82272, 1.67885)  -0.045
C (-2.27551, 0.49312, 2.45043)  -0.255
N (-1.90489, -0.85686, 2.58507)  0.000
C (-2.78272, -1.77723, 3.03925)  -0.220
C (-4.04461, -1.44503, 3.59818)  0.019
C (-4.89595, -2.42976, 4.03820)  -0.036
C (-4.51813, -3.76871, 3.96021)  -0.015
C (-3.26343, -4.11806, 3.46574)  0.004
C (-2.39614, -3.14868, 3.01601)  -0.182
N (-1.04784, -3.47564, 2.59609)  -0.307
C (-0.99260, -4.63167, 1.67788)  -0.068
C (-0.22438, -3.76691, 3.80000)  -0.054
H (0.24889, 2.90216, 4.84670)  0.109
H (0.82869, 2.80500, 3.17256)  0.043
H (1.53722, 1.76664, 4.41685)  0.105
H (-0.87937, 1.00823, 5.80921)  0.104
H (0.33495, -0.15842, 5.25027)  0.096
H (-1.36220, -0.37062, 4.81707)  0.070
H (-1.18673, 3.63316, 3.09375)  0.109
H (-3.09073, 4.18006, 1.67848)  0.117
H (-4.55164, 2.38176, 0.77843)  0.115
H (-3.99519, 0.02045, 1.26927)  0.129
H (-4.32347, -0.40556, 3.69080)  0.122
H (-5.85480, -2.16303, 4.46059)  0.123
H (-5.18671, -4.54188, 4.31291)  0.124
H (-2.97319, -5.16000, 3.45966)  0.123
H (-1.36133, -5.53935, 2.15900)  0.095
H (0.03947, -4.79048, 1.37829)  0.058
H (-1.60054, -4.43024, 0.80382)  0.077
H (-0.61352, -4.64506, 4.32032)  0.107
H (-0.25404, -2.91084, 4.47244)  0.091
H (0.80371, -3.95434, 3.49599)  0.067
C (1.37318, 4.12610, 0.94981)  -0.001
N (2.45450, 3.20898, 1.31220)  -0.092
C (3.71050, 3.56703, 1.60921)  0.035
C (4.42133, 2.39624, 1.86004)  0.014
N (3.59553, 1.35977, 1.71907)  0.019
B (3.99301, -0.18739, 1.86033)  -0.387
N (3.72173, -0.78794, 0.44259)  -0.002
C (4.32761, -0.32834, -0.70587)  -0.024
C (3.80860, -0.99805, -1.75898)  -0.025
N (2.88446, -1.87921, -1.24341)  -0.098
C (2.08208, -2.81378, -2.01986)  -0.008
C (2.84659, -1.73976, 0.09665)  -0.683
S (1.88469, -2.73831, 1.13650)  0.623
C (2.35345, 1.82958, 1.38832)  -0.648
S (0.99049, 0.94727, 1.09406)  0.944
H (1.28540, 4.89345, 1.71526)  0.111
H (0.45012, 3.55778, 0.87956)  0.063
H (1.59493, 4.57642, -0.01572)  0.051
H (4.03674, 4.59348, 1.62474)  0.151
H (5.45920, 2.27017, 2.11870)  0.146
H (5.16504, -0.18954, 2.10702)  0.084
H (3.28369, -0.68957, 2.67761)  0.060
H (5.09366, 0.42659, -0.68082)  0.136
H (4.02469, -0.94512, -2.81099)  0.119
H (2.31470, -2.66461, -3.07141)  0.097
H (1.02359, -2.62534, -1.84489)  0.070
H (2.31786, -3.83696, -1.73636)  0.098
Cl (0.42521, -1.19876, -8.50196)  0.726
C (-0.07550, -0.41906, -7.04695)  -0.658
C (-0.27216, -1.16734, -5.89682)  -0.087
C (-0.65435, -0.52139, -4.73518)  -0.033
C (-0.85238, 0.85909, -4.67569)  -0.185
C (-1.26729, 1.57723, -3.40882)  -0.250
C (-2.49141, 0.99059, -2.68217)  -0.025
N (-2.18628, -0.17407, -1.85168)  -0.030
C (-2.42069, -1.50893, -2.08263)  -0.044
C (-1.81056, -2.18274, -1.07085)  -0.106
N (-1.21674, -1.27292, -0.21868)  -0.064
C (-1.48205, -0.08070, -0.71469)  -0.197
O (-0.26341, 1.79132, -2.38847)  -0.137
C (1.02460, 1.18217, -2.44350)  -0.165
C (1.97787, 1.80715, -3.42300)  -0.314
C (2.19085, 3.14428, -3.57878)  -0.960
Cl (1.46510, 4.42790, -2.69315)  0.701
S (3.35074, 3.50500, -4.78403)  1.037
C (3.59807, 1.84279, -5.09492)  -0.383
C (2.81173, 1.06146, -4.30903)  -0.162
C (-0.65646, 1.57043, -5.86210)  -0.564
Cl (-0.84906, 3.29386, -5.92243)  0.764
C (-0.26953, 0.94947, -7.03968)  -0.112
H (-0.12562, -2.23858, -5.91943)  0.112
H (-0.79115, -1.12118, -3.84806)  0.091
H (-1.58261, 2.57795, -3.70434)  0.106
H (-3.29050, 0.73991, -3.37696)  0.149
H (-2.86045, 1.75523, -1.99850)  0.135
H (-2.97496, -1.85509, -2.93762)  0.137
H (-1.74551, -3.24309, -0.92223)  0.096
H (-1.18011, 0.86727, -0.30680)  0.092
H (0.95828, 0.10775, -2.63863)  0.113
H (1.41883, 1.28816, -1.42849)  0.076
H (4.29180, 1.53308, -5.86010)  0.079
H (2.78658, -0.01739, -4.37897)  0.101
H (-0.11765, 1.53251, -7.93656)  0.115

***

Record 2
A structure of composition C40H45BrN3ORu at a distorted geometry, computed with the ωB97M-V functional and the def2-TZVPD basis.

* HOMO level (spin up / spin down): -6.0557 / -7.0056 eV
* multiplicity: 6
* frontier orbital gap (spin up / spin down): 5.82 / 5.67 eV
* M: 764.8 u
* energy relative to the best compared isomer or geometry (same formula, charge and spin): 81.7 kJ/mol
* strongest force on any atom: 3.91 eV/A

Last column: Löwdin charge in e.
Positions of all 91 atoms, in Å:
Ru (1.53222, -1.25240, 0.15639)  1.554
C (0.23535, -4.51971, 2.94204)  -0.037
C (1.41702, -4.77423, 3.66034)  -0.040
C (2.54160, -4.05319, 3.34768)  -0.005
C (2.51432, -3.07890, 2.34114)  -0.208
N (1.33628, -2.82371, 1.66979)  -0.022
C (0.25394, -3.54434, 1.97566)  -0.113
C (3.62713, -2.24734, 1.96443)  -0.221
C (4.91968, -2.37919, 2.49476)  -0.034
C (5.90904, -1.47790, 2.16354)  -0.085
C (5.62938, -0.41049, 1.32223)  -0.073
C (4.35578, -0.28105, 0.76949)  -0.141
C (3.36887, -1.20744, 1.03991)  -0.307
H (-0.67077, -5.06522, 3.14855)  0.107
H (1.43041, -5.51176, 4.44706)  0.110
H (3.45570, -4.22228, 3.89247)  0.106
H (-0.64921, -3.32884, 1.42257)  0.086
H (5.14405, -3.19141, 3.16896)  0.098
H (6.90133, -1.60092, 2.57712)  0.103
H (6.40260, 0.30606, 1.08979)  0.102
H (4.14387, 0.56385, 0.12360)  0.095
C (-1.55920, 5.25145, 3.63908)  -0.066
C (-1.80643, 5.18092, 2.12957)  -0.562
C (-3.31253, 5.00438, 1.88624)  -0.044
C (-1.34510, 6.50855, 1.51213)  -0.047
C (-1.08409, 4.01183, 1.48301)  -0.187
C (-0.42219, 3.03792, 2.21831)  -0.094
C (0.18728, 1.99430, 1.55985)  -0.531
Br (1.09157, 0.62513, 2.58139)  0.811
C (0.19489, 1.83013, 0.15287)  -0.432
O (0.83038, 0.87100, -0.39971)  -0.225
C (-0.54587, 2.81356, -0.59273)  -0.085
C (-1.12753, 3.85765, 0.09281)  0.014
C (-0.62737, 2.67889, -2.10827)  -0.524
C (0.79450, 2.72201, -2.68550)  -0.033
C (-1.45331, 3.78986, -2.76833)  -0.063
C (-1.27835, 1.33796, -2.47272)  -0.037
H (-2.09328, 6.10426, 4.05238)  0.082
H (-0.49982, 5.37866, 3.85125)  0.088
H (-1.91925, 4.35696, 4.14166)  0.081
H (-3.86535, 5.79917, 2.38005)  0.080
H (-3.64935, 4.05039, 2.28374)  0.086
H (-3.54603, 5.03381, 0.82570)  0.077
H (-1.84197, 7.33254, 2.01882)  0.081
H (-1.58601, 6.57047, 0.45456)  0.074
H (-0.27069, 6.62792, 1.62722)  0.089
H (-0.35967, 3.07698, 3.29092)  0.090
H (-1.65339, 4.60865, -0.47345)  0.094
H (1.28916, 3.64513, -2.39406)  0.090
H (0.75756, 2.67211, -3.77052)  0.082
H (1.37485, 1.87876, -2.32286)  0.065
H (-1.00042, 4.76693, -2.61626)  0.084
H (-2.47770, 3.80395, -2.39814)  0.084
H (-1.49274, 3.60751, -3.84078)  0.082
H (-0.74395, 0.52060, -2.00016)  0.044
H (-1.23809, 1.18938, -3.55000)  0.087
H (-2.32128, 1.30769, -2.16061)  0.082
C (-2.92490, 0.06893, 0.96528)  -0.063
C (-1.90640, -1.06054, 1.09327)  -0.217
C (-2.19178, -2.24587, 0.20605)  -0.197
C (-3.36256, -2.96242, 0.37766)  -0.043
C (-3.61503, -4.11151, -0.35444)  -0.069
C (-2.65509, -4.58583, -1.23197)  -0.046
C (-1.47245, -3.90242, -1.44719)  -0.170
C (-0.40640, -4.54958, -2.29741)  -0.201
C (-0.79985, -4.66579, -3.77062)  -0.086
C (-1.25964, -2.67730, -0.76991)  -0.223
N (-0.13454, -1.92769, -1.03621)  -0.060
C (0.14043, -1.68015, -2.32267)  -0.094
C (1.39770, -1.22560, -2.71415)  -0.348
C (1.89975, -0.89371, -3.98944)  -0.022
C (3.23620, -0.56365, -3.80320)  -0.079
C (3.50011, -0.69191, -2.44006)  -0.133
N (2.39813, -1.09063, -1.78311)  -0.078
H (-2.61071, 0.92951, 1.55397)  0.069
H (-3.90614, -0.24724, 1.31909)  0.071
H (-3.01954, 0.38168, -0.07171)  0.070
H (-1.89037, -1.39893, 2.13519)  0.118
H (-0.90371, -0.67808, 0.86097)  0.035
H (-4.07030, -2.62634, 1.11945)  0.113
H (-4.52928, -4.66149, -0.19754)  0.101
H (-2.81335, -5.52329, -1.74405)  0.112
H (-0.23896, -5.55857, -1.90554)  0.119
H (0.54136, -4.01007, -2.22088)  0.100
H (-1.71208, -5.24834, -3.87654)  0.068
H (-0.00871, -5.15801, -4.33217)  0.074
H (-0.96331, -3.68466, -4.21083)  0.064
H (-0.62949, -1.82361, -3.07492)  0.140
H (1.34250, -0.90789, -4.90313)  0.103
H (3.94207, -0.25666, -4.54992)  0.090
H (4.42852, -0.50931, -1.92833)  0.096

***

Q: Number 2 is which compound?
A: C40H45BrN3ORu